The following is a quantum chemistry calculation of a structure of composition C11H27FN2O8PV in a non-equilibrium geometry, from the OMol25 dataset.

Results
HOMO energy (alpha / beta) = -0.033 / -0.089 hartree
net charge = -1
Kohn-Sham gap (alpha / beta) = 3.56 / 5.07 eV
spin multiplicity = 4

```
51
Properties=species:S:1:pos:R:3:mulliken_charge:R:1
V 0.475 0.702 0.095 1.04
F 1.637 -1.042 0.114 -0.84
O -0.974 2.286 0.105 -0.70
C -1.071 2.893 1.368 -0.52
C -0.502 1.940 2.603 -0.50
O 0.488 1.000 2.239 -0.79
H -1.995 3.411 1.628 0.39
H -0.469 3.800 1.431 0.18
H -1.317 1.281 2.903 0.17
H -0.147 2.564 3.423 0.33
C 1.705 0.990 -3.842 -1.18
C 0.872 -0.006 -3.082 0.73
O 0.477 0.354 -1.972 -0.69
N 0.649 -1.238 -3.513 -0.18
C -0.054 -2.348 -2.868 -0.69
H 2.331 0.523 -4.602 0.39
H 2.240 1.632 -3.141 0.16
H 1.022 1.560 -4.471 0.31
H 1.151 -1.529 -4.340 0.22
H 0.476 -2.964 -2.141 0.21
H -0.383 -2.967 -3.703 0.44
H -0.992 -1.986 -2.447 0.07
C 2.771 4.137 0.703 -1.33
C 2.916 2.598 0.664 0.76
O 2.219 1.920 -0.072 -0.46
N 3.727 2.034 1.547 -0.13
C 3.961 0.637 1.605 -0.84
H 1.768 4.425 0.389 0.27
H 3.371 4.669 -0.036 0.35
H 2.848 4.705 1.630 0.40
H 4.146 2.506 2.337 0.24
H 3.364 0.410 2.489 0.30
H 5.014 0.507 1.852 0.33
H 3.897 -0.015 0.734 0.20
C -3.312 -3.891 -0.306 -0.92
O -2.416 -2.844 -0.550 -0.22
P -2.199 -1.714 0.570 0.32
O -1.167 -0.628 0.203 0.60
O -1.907 -2.675 1.842 -0.31
C -0.663 -3.363 1.913 -0.57
O -3.647 -1.161 0.963 -0.39
C -4.420 -0.139 0.271 -0.65
H -3.773 -3.887 0.681 0.36
H -2.792 -4.848 -0.338 0.29
H -4.120 -3.943 -1.036 0.30
H -0.039 -3.166 1.041 0.22
H -0.878 -4.423 1.778 0.26
H -0.367 -3.038 2.911 0.23
H -4.848 0.542 1.007 0.23
H -5.282 -0.641 -0.168 0.28
H -3.789 0.429 -0.413 0.30
```

The following is a quantum chemistry calculation of a cluster of 2 separate species, CH3IO2 in total in a non-equilibrium geometry, from the OMol25 dataset.

Results
HOMO energy = -0.332 hartree
net charge = 0
Kohn-Sham gap = 8.69 eV
spin multiplicity = 1
energy relative to the best compared isomer or geometry (same formula, charge and spin) = 108.5 kcal per mole

```
7
Properties=species:S:1:pos:R:3:mulliken_charge:R:1
C -0.139 -0.799 1.512 -0.07
O 0.697 -0.049 1.878 -0.35
O 0.160 -0.350 -2.353 -0.65
I 0.786 1.117 -1.499 0.52
H -1.059 -1.000 2.028 0.23
H -0.059 -1.192 0.500 0.19
H -0.384 2.273 -2.066 0.13
```

The following is a quantum chemistry calculation of the ion C7H12N with charge +1 in a non-equilibrium geometry, from the OMol25 dataset.

Results
HOMO energy = -0.522 hartree
structure (SMILES) = CC/C=C(\C)C#[N+]C
net charge = +1
Kohn-Sham gap = 10.04 eV
spin multiplicity = 1
energy relative to the best compared isomer or geometry (same formula, charge and spin) = 55.9 kcal per mole

```
20
Properties=species:S:1:pos:R:3:mulliken_charge:R:1
C -1.208 2.113 -2.137 -1.14
C -1.472 1.285 -0.971 -0.36
C -0.477 0.201 -0.594 -0.12
C -0.121 -0.107 0.705 0.10
C -0.683 0.587 1.972 -1.18
C 0.813 -1.243 0.704 0.27
N 1.666 -2.010 0.788 0.14
C 2.645 -2.889 0.689 -0.66
H -0.812 1.397 -2.862 0.31
H -0.557 2.980 -1.953 0.32
H -2.220 2.504 -2.465 0.29
H -2.430 0.821 -0.888 0.39
H -1.496 2.082 -0.241 0.32
H -0.064 -0.460 -1.370 0.33
H -0.637 1.638 1.615 0.31
H -0.071 0.439 2.828 0.43
H -1.689 0.158 2.146 0.29
H 2.324 -3.730 1.263 0.32
H 3.583 -2.426 1.043 0.31
H 2.906 -3.339 -0.273 0.33
```

The following is a quantum chemistry calculation of a cluster of 5 separate species, C10H26N9O5 in total, from the OMol25 dataset.

Results
HOMO energy = -0.436 hartree
net charge = +1
Kohn-Sham gap = 9.57 eV
spin multiplicity = 1

```
50
Properties=species:S:1:pos:R:3:mulliken_charge:R:1
C 2.467 -0.559 1.264 -0.22
C 1.493 -0.669 0.569 -1.29
C 0.355 -0.725 -0.351 0.96
C -0.392 -2.040 -0.117 -0.46
O -1.165 -2.007 1.060 -0.46
C -2.214 -1.083 0.873 -0.61
C -1.748 0.356 0.660 -0.26
N -0.489 0.511 -0.136 0.21
H 3.130 -0.652 2.096 0.45
H 0.717 -0.685 -1.377 0.17
H -0.984 -2.353 -0.979 0.39
H 0.368 -2.806 0.013 0.26
H -2.880 -1.399 0.067 0.34
H -2.803 -1.088 1.788 0.41
H -1.674 0.869 1.614 -0.02
H -2.542 0.861 0.115 0.45
H -0.703 0.952 -1.029 0.50
H 0.095 1.203 0.375 0.19
C 2.847 -3.880 -1.560 0.64
O 1.672 -3.884 -1.909 -0.60
N 3.797 -4.641 -2.167 -0.44
N 3.271 -3.093 -0.528 -0.24
H 4.761 -4.648 -1.894 0.15
H 3.502 -5.224 -2.928 0.24
H 2.577 -2.528 -0.085 0.06
H 4.218 -3.041 -0.203 0.17
C -2.036 -1.530 -4.045 0.65
O -1.707 -0.680 -3.221 -0.61
N -2.838 -1.232 -5.102 -0.44
N -1.621 -2.824 -3.968 -0.31
H -3.120 -1.903 -5.790 0.15
H -3.157 -0.285 -5.186 0.22
H -1.013 -3.078 -3.210 0.23
H -1.878 -3.527 -4.634 0.18
C 1.140 3.712 0.733 0.75
O 0.538 2.686 1.084 -0.74
N 2.457 3.884 0.982 -0.43
N 0.507 4.722 0.094 -0.41
H 2.967 4.706 0.719 0.18
H 2.939 3.146 1.463 0.21
H -0.475 4.617 -0.089 0.22
H 0.965 5.567 -0.194 0.17
C -1.635 3.504 4.455 0.60
O -2.137 4.601 4.597 -0.63
N -1.996 2.423 5.215 -0.37
N -0.666 3.260 3.515 -0.21
H -1.591 1.512 5.118 0.17
H -2.702 2.570 5.912 0.22
H -0.382 4.032 2.948 0.05
H -0.236 2.369 3.370 0.13
```

The following is a quantum chemistry calculation of a cluster of 5 separate species, C7H22IN2O7 in total in a non-equilibrium geometry, from the OMol25 dataset.

Results
HOMO energy = -0.201 hartree
net charge = -1
Kohn-Sham gap = 8.40 eV
spin multiplicity = 1
energy relative to the best compared isomer or geometry (same formula, charge and spin) = 24.0 kcal per mole

```
39
Properties=species:S:1:pos:R:3:mulliken_charge:R:1
I 0.797 -0.974 0.887 -0.48
C -1.299 -1.377 -2.632 0.07
C -2.167 -1.935 -3.721 -0.62
O -2.710 -3.185 -3.373 -0.51
O -0.249 -2.208 -2.296 -0.51
H -1.857 -1.417 -1.697 0.26
H -1.059 -0.338 -2.854 0.17
H -1.616 -1.981 -4.660 0.27
H -3.021 -1.292 -3.933 0.37
H -3.613 -3.191 -3.698 0.31
H 0.059 -1.936 -1.428 0.15
C 3.948 0.509 -2.007 -0.20
C 2.871 1.531 -1.520 0.04
O 3.023 1.914 -0.156 -0.51
O 3.731 -0.851 -1.539 -0.53
H 4.938 0.726 -1.608 0.25
H 4.064 0.473 -3.090 0.31
H 1.800 1.371 -1.644 -0.22
H 2.986 2.500 -2.006 0.35
H 2.895 1.127 0.378 0.28
H 3.203 -0.778 -0.741 0.22
C -0.017 0.020 5.527 -0.34
C -0.657 -0.912 4.462 -0.29
O -1.478 -0.193 3.495 -0.48
O 1.254 0.552 5.153 -0.49
H 0.154 -0.633 6.383 0.22
H -0.622 0.901 5.740 0.33
H -1.283 -1.635 4.984 0.23
H 0.088 -1.472 3.897 0.24
H -1.104 -0.432 2.644 0.08
H 1.280 1.366 5.661 0.31
C -2.283 2.012 -0.660 0.56
O -3.347 2.669 -0.761 -0.75
N -1.196 2.115 -1.401 -0.20
N -2.070 1.098 0.247 -0.08
H -1.154 2.728 -2.203 0.19
H -0.411 1.501 -1.244 -0.02
H -1.283 0.468 0.304 -0.07
H -2.594 1.156 1.108 0.11
```

The following is a quantum chemistry calculation of a cluster of 5 separate species, C23H48BN3O19P4 in total in a non-equilibrium geometry, from the OMol25 dataset.

Results
HOMO energy = -0.328 hartree
structure (SMILES) = CCB(O)c1cnc2cccc(CON=O)c2n1.COP(=O)(OC)OC.COP(=O)(OC)OC.COP(=O)(OC)OC.COP(=O)(OC)OC
net charge = 0
Kohn-Sham gap = 7.36 eV
spin multiplicity = 1

```
98
Properties=species:S:1:pos:R:3:mulliken_charge:R:1
C 2.264 -0.663 -2.664 -1.65
C 1.248 0.229 -1.927 0.01
B 0.518 1.281 -2.849 0.22
O 0.872 1.561 -4.135 -0.23
C -0.748 2.015 -2.216 0.29
C -0.640 3.312 -1.625 -0.62
N -1.608 3.991 -1.059 -0.66
C -2.758 3.274 -1.076 0.52
C -3.903 3.845 -0.454 -0.42
C -5.091 3.188 -0.407 -0.82
C -5.260 1.918 -1.019 -0.43
C -4.191 1.345 -1.639 0.53
C -4.309 -0.003 -2.337 -0.15
O -5.608 -0.573 -2.165 -0.35
N -5.475 -1.839 -1.530 0.38
O -6.291 -1.947 -0.709 -0.37
C -2.925 2.002 -1.663 -0.15
N -1.893 1.361 -2.265 -0.08
H 2.679 -1.363 -1.931 0.39
H 3.115 -0.109 -3.070 0.42
H 1.780 -1.281 -3.423 0.32
H 0.452 -0.405 -1.515 0.06
H 1.682 0.773 -1.080 0.29
H 1.816 1.457 -4.291 0.19
H 0.343 3.779 -1.634 0.46
H -3.841 4.822 0.011 0.47
H -5.950 3.621 0.091 0.39
H -6.195 1.375 -1.020 0.56
H -4.046 0.127 -3.392 0.43
H -3.522 -0.650 -1.933 0.15
C 2.546 0.427 3.450 -0.67
O 1.545 -0.520 3.073 -0.40
P 0.235 0.081 2.242 1.15
O 0.953 1.026 1.331 -0.70
O -0.355 0.804 3.596 -0.34
C -0.599 -0.004 4.754 -0.80
O -1.245 0.137 1.468 0.02
C -1.931 1.384 1.524 -0.47
H 3.103 -0.011 4.279 0.29
H 3.226 0.597 2.618 0.21
H 2.106 1.369 3.773 0.32
H 0.167 0.201 5.503 0.25
H -0.591 -1.069 4.523 0.36
H -1.573 0.264 5.162 0.28
H -1.248 2.215 1.350 0.29
H -2.426 1.499 2.489 0.38
H -2.688 1.396 0.744 -0.20
C 0.048 -5.783 0.515 -0.65
O -0.755 -5.315 -0.569 -0.43
P -1.571 -3.893 -0.314 0.73
O -0.548 -3.078 0.390 -0.44
O -2.620 -4.644 0.707 -0.29
C -3.316 -5.810 0.247 -0.83
O -2.659 -2.704 -0.658 -0.10
C -3.319 -2.110 0.462 -0.41
H 0.191 -6.852 0.364 0.25
H 1.017 -5.290 0.500 0.22
H -0.441 -5.618 1.474 0.33
H -2.894 -6.694 0.727 0.25
H -3.249 -5.931 -0.834 0.39
H -4.364 -5.720 0.530 0.28
H -2.619 -1.914 1.270 0.29
H -4.131 -2.746 0.812 0.24
H -3.738 -1.167 0.120 0.04
C 3.727 -1.714 8.749 -0.58
O 4.368 -0.466 9.008 -0.39
P 5.545 -0.011 7.930 1.10
O 4.925 -0.390 6.631 -0.52
O 6.568 -1.157 8.523 -0.33
C 6.831 -1.184 9.932 -0.73
O 6.803 0.922 7.401 -0.43
C 7.840 0.269 6.672 -0.54
H 3.294 -2.051 9.691 0.25
H 2.928 -1.579 8.022 0.20
H 4.434 -2.461 8.391 0.34
H 6.315 -2.034 10.378 0.23
H 6.504 -0.272 10.431 0.38
H 7.903 -1.304 10.079 0.27
H 7.429 -0.431 5.946 0.28
H 8.519 -0.248 7.347 0.22
H 8.394 1.047 6.150 0.25
C 1.867 2.493 -8.189 -0.61
O 0.888 1.518 -8.537 -0.38
P -0.471 2.089 -9.297 1.21
O 0.105 3.076 -10.249 -0.65
O -1.039 2.772 -7.921 -0.37
C -1.146 1.958 -6.739 -0.65
O -1.979 1.887 -9.942 -0.44
C -2.862 3.005 -9.889 -0.56
H 2.476 2.064 -7.393 0.20
H 2.504 2.703 -9.046 0.29
H 1.407 3.414 -7.832 0.32
H -0.361 2.235 -6.039 0.15
H -1.060 0.895 -6.965 0.37
H -2.114 2.146 -6.276 0.34
H -2.347 3.926 -10.157 0.30
H -3.305 3.099 -8.899 0.22
H -3.656 2.812 -10.608 0.24
```

The following is a quantum chemistry calculation of the molecule C3H4N2O3 in a non-equilibrium geometry, from the OMol25 dataset.

Results
HOMO energy = -0.396 hartree
structure (SMILES) = [H]/N=C\NOC(=O)C=O
net charge = 0
Kohn-Sham gap = 9.23 eV
spin multiplicity = 1
energy relative to the best compared isomer or geometry (same formula, charge and spin) = 115.0 kcal per mole

```
12
Properties=species:S:1:pos:R:3:mulliken_charge:R:1
H -0.534 1.048 1.549 0.39
N 0.292 1.063 2.297 -0.59
C 1.046 0.057 1.991 0.00
N 0.745 -0.825 0.887 -0.27
O -0.398 -0.168 0.157 -0.29
C -0.197 -0.196 -1.164 0.80
O 0.857 -0.406 -1.804 -0.55
C -1.480 0.059 -1.929 -0.06
O -1.479 -0.389 -3.205 -0.41
H 2.009 -0.003 2.439 0.37
H 1.509 -0.755 0.069 0.35
H -2.370 0.515 -1.285 0.26
```

The following is a quantum chemistry calculation of a structure of composition C4H6ClNS in a non-equilibrium geometry, from the OMol25 dataset.

Results
HOMO energy = -0.320 hartree
net charge = 0
Kohn-Sham gap = 8.62 eV
spin multiplicity = 1
energy relative to the best compared isomer or geometry (same formula, charge and spin) = 84.8 kcal per mole

```
13
Properties=species:S:1:pos:R:3:mulliken_charge:R:1
C -1.181 1.403 -0.109 -1.01
C -1.450 -0.013 -0.016 0.72
C -0.603 -1.138 -0.053 -0.49
C 0.920 -1.235 0.128 -0.16
H -0.191 1.675 -0.695 0.26
H -1.901 1.887 -0.733 0.40
H -1.194 1.915 0.813 0.28
H -1.165 -2.160 -0.255 0.18
H 1.529 -2.200 -0.213 0.35
H 3.685 0.779 1.054 0.17
N 1.439 -0.074 0.384 -0.28
S 3.180 -0.244 -0.251 -0.20
Cl -3.068 -0.595 -0.055 -0.21
```

net charge of number 1 (C11H27FN2O8PV)?
-1

Which value of net charge does entry 7 give?
0

Which of these has the highest spin multiplicity?
C11H27FN2O8PV

Which formula does entry 7 have?
C3H4N2O3